Molecular formula: C21H21N3O4S2
Method: DFT, ωB97M-V/def2-TZVPD

```
51
Properties=species:S:1:pos:R:3:lowdin_charge:R:1
C -0.35 1.44 -4.55 0.0337
C -1.08 1.59 -3.46 -0.1513
C -0.51 1.62 -2.07 -0.1765
N -1.01 0.49 -1.30 0.0324
C -2.29 0.49 -0.84 -0.5726
S -3.18 1.99 -0.83 1.0372
C -4.21 1.69 0.64 -0.3303
C -3.61 0.81 1.72 -0.4274
O -4.33 0.06 2.34 0.0964
C -2.19 0.92 2.03 -0.2219
C -1.43 0.08 2.82 0.0354
C -0.10 0.50 2.69 0.0205
C -0.12 1.57 1.83 -0.2219
C 0.99 2.41 1.29 -0.0814
N 2.04 1.61 0.70 0.0772
C 3.29 1.59 1.22 -0.5434
C 4.26 0.68 0.50 0.0104
O 3.60 2.26 2.18 0.0443
O -1.37 1.82 1.42 0.0420
N -2.85 -0.53 -0.27 0.0657
C -2.10 -1.62 -0.09 -0.5226
S -2.74 -3.03 0.64 1.0985
C -1.17 -3.75 0.59 -0.3483
C -0.19 -2.96 0.05 -0.2154
C 1.19 -3.48 0.00 -0.2266
C 2.20 -3.10 -1.04 -0.0958
C 2.38 -2.63 0.36 -0.1024
C -0.73 -1.70 -0.36 -0.0760
C -0.12 -0.55 -0.98 -0.3187
O 1.07 -0.37 -1.20 0.0171
H -0.78 1.43 -5.53 0.0575
H 0.72 1.33 -4.49 0.0652
H -2.16 1.70 -3.52 0.0865
H -0.81 2.54 -1.56 0.0956
H 0.57 1.53 -2.11 0.1210
H -5.15 1.24 0.32 0.0913
H -4.41 2.68 1.05 0.0946
H -1.81 -0.73 3.41 0.1253
H 0.76 0.08 3.16 0.1208
H 1.48 2.97 2.09 0.1331
H 0.58 3.11 0.55 0.1292
H 1.81 0.97 -0.06 0.0860
H 3.80 0.20 -0.36 0.0679
H 5.12 1.27 0.18 0.0862
H 4.62 -0.08 1.19 0.0870
H -1.05 -4.74 0.97 0.0735
H 1.23 -4.51 0.34 0.1357
H 2.84 -3.88 -1.41 0.0998
H 1.92 -2.37 -1.78 0.0871
H 3.15 -3.08 0.97 0.1013
H 2.21 -1.58 0.56 0.0770
```

Computed properties:
HOMO-LUMO gap	8.328	eV
HOMO level	-8.27	eV
ΔE to the lowest compared entry with this formula, charge and spin	2.224	eV
DFT total energy	-2074.4238	a.u.